A cluster of 2 separate species, CH2NOS3 in total in a non-equilibrium geometry, computed with ωB97M-V/def2-TZVPD.

Element x y z (Å)
C 0.215 -0.278 0.097
N -0.604 0.498 -0.550
O -0.253 1.836 -0.512
S -2.662 0.039 0.731
S -0.090 -1.962 -0.166
S 1.699 0.144 0.814
H 1.218 -2.297 -0.419
H 0.476 2.020 0.005

**Highest occupied orbital energy (alpha / beta)**: -3.71 / -4.11 eV
**Relative energy (zero: lowest compared OMol25 entry of this formula, charge and spin)**: 2.852 eV
**Spin multiplicity**: 3
**HOMO-LUMO gap (alpha / beta)**: 7.13 / 6.25 eV
**Net charge**: -1

A cluster of 2 separate species, C24H30N3O in total in a non-equilibrium geometry, computed with ωB97M-V/def2-TZVPD.

Element x y z (Å)
C 2.435 1.592 -2.117
C 2.187 0.169 -1.864
N 3.140 -0.778 -2.075
C 2.637 -2.050 -1.808
C 1.290 -1.896 -1.394
C 0.543 -3.027 -1.073
C 1.143 -4.289 -1.211
C 2.486 -4.422 -1.610
C 3.252 -3.286 -1.918
C 1.022 -0.466 -1.376
C -0.164 0.126 -0.863
C -1.468 -0.351 -1.308
C -1.647 -1.215 -2.423
C -2.883 -1.793 -2.685
C -3.994 -1.504 -1.885
C -5.293 -2.203 -2.139
C -3.853 -0.567 -0.852
C -2.625 0.031 -0.594
H 1.515 2.057 -2.488
H 2.715 2.099 -1.184
H 3.235 1.726 -2.859
H 4.084 -0.573 -2.391
H -0.492 -2.911 -0.744
H 0.557 -5.185 -1.004
H 2.929 -5.416 -1.687
H 4.295 -3.334 -2.227
H -0.101 1.160 -0.512
H -0.804 -1.456 -3.074
H -3.002 -2.492 -3.516
H -6.076 -1.819 -1.479
H -5.606 -2.070 -3.183
H -5.193 -3.284 -1.968
H -4.724 -0.303 -0.249
H -2.518 0.773 0.201
C 0.890 4.735 0.889
N 0.229 3.656 1.592
C -0.690 4.079 2.639
C 0.805 2.424 1.509
C 0.070 1.279 2.222
C 0.488 1.233 3.718
C 1.155 -0.140 3.904
C 0.869 -0.931 2.605
N 0.411 0.029 1.626
O 1.850 2.240 0.891
H 1.395 4.343 0.004
H 0.130 5.465 0.597
H 1.630 5.237 1.531
H -1.348 3.260 2.955
H -0.151 4.466 3.522
H -1.300 4.893 2.230
H -1.008 1.488 2.113
H 1.175 2.048 3.987
H -0.415 1.316 4.335
H 2.236 -0.010 4.015
H 0.781 -0.658 4.790
H 1.780 -1.432 2.249
H 0.125 -1.729 2.800
H -0.127 -0.331 0.835

**Highest occupied orbital energy**: -10.96 eV
**Relative energy (zero: lowest compared OMol25 entry of this formula, charge and spin)**: 0.578 eV
**HOMO-LUMO gap**: 6.02 eV
**Net charge**: +1

- What is the net charge in the first record?
  -1